{"formula": "C2H4O2S", "method": "ωB97M-V with the def2-TZVPD basis set", "species": ["S", "O", "O", "C", "C", "H", "H", "H", "H"], "xyz": [[1.772844, -0.081284, -0.006372], [-0.550390, 1.364018, -0.228206], [-2.197578, -0.368622, 0.172272], [0.113794, -0.861122, -0.018330], [-1.042408, 0.262731, -0.002830], [0.988569, 1.406716, 1.341678], [0.056447, -1.484631, 0.842479], [0.125604, -1.507670, -1.025946], [-1.980693, -1.486704, -0.481830]], "forces_ev_per_a": [[-1.56, 1.95, 2.36], [-4.44, -0.74, 1.06], [-0.48, -3.09, -3.10], [0.77, 0.45, -2.03], [5.78, -1.48, -1.78], [1.66, -2.56, -2.27], [-0.36, -0.75, 0.49], [-0.37, 1.28, 2.07], [-1.00, 4.96, 3.21]], "homo_ev": -9.00, "de_lowest_kj_mol": 573.4, "largest_force_ev_per_a": 6.2}